(1)
ORCA calculation (ωB97M-V/def2-TZVPD) on a molecular structure, C25H55Ca2N2O6 at a distorted geometry.

ORCA input file:
```
! wB97M-V def2-TZVPD RIJCOSX def2/J DEFGRID3
* xyz 3 1
Ca 2.677 8.326 21.325
Ca 2.395 2.674 22.665
O 8.216 6.018 21.967
C 7.017 6.552 21.784
O 6.733 7.755 21.969
O 6.024 5.804 21.599
H 8.775 6.656 22.417
C 5.347 8.260 14.560
C 4.187 7.189 14.609
C 4.333 6.773 16.031
O 4.586 8.001 16.719
C 5.644 8.678 16.063
H 5.077 9.188 14.056
H 6.242 7.862 14.081
H 4.444 6.326 13.995
H 3.265 7.752 14.466
H 5.150 6.088 16.259
H 3.383 6.335 16.337
H 6.612 8.282 16.369
H 5.664 9.740 16.305
C 0.638 12.068 26.277
C 2.010 12.552 26.595
C 2.872 11.538 25.966
O 2.098 10.588 25.285
C 0.767 10.634 25.860
H 0.202 12.611 25.438
H -0.049 12.140 27.120
H 2.123 12.631 27.677
H 2.204 13.545 26.190
H 3.555 11.235 26.759
H 3.534 11.904 25.181
H 0.751 9.885 26.652
H 0.044 10.326 25.105
C 13.786 4.441 16.045
C 12.883 4.791 17.213
C 12.041 5.948 16.752
O 12.747 6.440 15.619
C 14.023 5.832 15.504
H 13.306 3.754 15.348
H 14.757 4.032 16.324
H 13.474 4.918 18.120
H 12.216 3.990 17.530
H 11.932 6.674 17.557
H 11.055 5.725 16.345
H 14.722 6.400 16.118
H 14.344 5.972 14.471
C 12.629 5.900 26.013
C 12.781 7.059 24.996
N 11.777 8.124 25.157
C 11.840 9.046 24.041
C 13.117 9.939 24.190
C 11.706 8.761 26.520
C 10.511 9.719 26.763
H 11.721 5.304 25.923
H 12.793 6.201 27.047
H 13.398 5.254 25.591
H 13.797 7.454 25.010
H 12.654 6.568 24.031
H 12.103 8.369 23.229
H 10.955 9.632 23.795
H 14.071 9.418 24.280
H 13.182 10.633 23.352
H 12.846 10.655 24.967
H 12.593 9.274 26.893
H 11.439 8.025 27.278
H 10.499 10.164 27.758
H 9.595 9.128 26.733
H 10.544 10.554 26.064
C 4.601 4.017 28.388
C 4.092 3.982 26.939
N 3.564 2.660 26.637
C 2.474 2.119 27.479
C 1.250 3.050 27.707
C 4.536 1.518 26.614
C 5.626 1.786 25.554
H 5.486 3.496 28.754
H 3.785 3.788 29.073
H 4.842 5.058 28.604
H 3.308 4.712 26.737
H 4.908 4.302 26.291
H 2.080 1.161 27.140
H 2.953 1.942 28.441
H 1.600 4.078 27.808
H 0.593 3.032 26.837
H 0.661 2.694 28.552
H 4.168 0.508 26.431
H 5.148 1.526 27.516
H 5.331 1.719 24.506
H 6.383 1.009 25.658
H 6.192 2.698 25.741
*
```

Mulliken atomic charge list, values in e, 5 entries: 1.54 1.40 -0.42 0.77 -0.61

***

(2)
ORCA calculation (ωB97M-V/def2-TZVPD) on C26H29N5 in the gas phase.

ORCA input file:
```
! wB97M-V def2-TZVPD RIJCOSX def2/J DEFGRID3
* xyz 0 1
C 3.089 -9.492 -1.126
C 2.474 -8.136 -0.947
C 2.006 -7.707 0.285
C 1.458 -6.448 0.450
C 1.347 -5.566 -0.626
N 0.740 -4.318 -0.521
C 0.005 -3.970 0.674
C -1.002 -2.872 0.326
N -0.314 -1.714 -0.206
C -0.973 -0.479 -0.147
C -1.176 0.332 -1.263
C -1.762 1.576 -1.141
C -2.190 2.059 0.093
N -2.866 3.274 0.169
C -2.607 4.194 1.253
C -1.704 5.304 0.819
N -1.377 5.529 -0.420
C -0.559 6.629 -0.397
C 0.077 7.300 -1.434
C 0.849 8.395 -1.109
C 0.994 8.823 0.212
C 0.372 8.170 1.257
C -0.407 7.069 0.939
N -1.157 6.200 1.698
C -1.326 6.211 3.122
C -2.009 1.239 1.208
C -1.401 0.007 1.089
C 0.407 -2.067 -1.407
C 1.420 -3.158 -1.058
C 1.812 -6.006 -1.870
C 2.366 -7.259 -2.021
H 2.915 -10.115 -0.253
H 4.165 -9.403 -1.275
H 2.673 -9.989 -2.001
H 2.078 -8.363 1.141
H 1.128 -6.154 1.435
H -0.542 -4.844 1.029
H 0.673 -3.608 1.473
H -1.562 -2.593 1.218
H -1.711 -3.275 -0.418
H -0.877 -0.003 -2.244
H -1.899 2.189 -2.020
H -2.848 3.770 -0.715
H -3.561 4.626 1.594
H -2.159 3.667 2.099
H -0.038 6.966 -2.453
H 1.357 8.939 -1.891
H 1.610 9.685 0.420
H 0.494 8.509 2.276
H -2.387 6.201 3.381
H -0.874 7.114 3.528
H -0.846 5.341 3.578
H -2.349 1.560 2.182
H -1.250 -0.588 1.977
H 0.944 -1.191 -1.774
H -0.265 -2.440 -2.198
H 1.987 -3.433 -1.946
H 2.123 -2.751 -0.311
H 1.718 -5.365 -2.734
H 2.714 -7.570 -2.996
*
```

## Properties
- SMILES string: Cc1ccc(N2CCN(c3ccc(NCc4nc5ccccc5n4C)cc3)CC2)cc1

Mulliken atomic charge list, values in e, 5 entries: -1.41 0.89 -1.00 -0.28 0.48

***

(3)
ORCA calculation (ωB97M-V/def2-TZVPD) on a molecular structure, C20H54F14HfN3O26P2S8 at a distorted geometry.

ORCA input file:
```
! wB97M-V def2-TZVPD RIJCOSX def2/J DEFGRID3
* xyz 1 1
Hf 4.360 -2.076 0.131
P 2.651 -5.991 -0.459
F 3.887 -5.243 -1.181
F 2.134 -6.832 -1.734
F 3.731 -7.107 0.024
F 1.491 -6.580 0.507
F 3.255 -5.033 0.697
F 1.778 -4.690 -0.910
P 4.112 2.400 2.694
F 5.373 3.224 1.958
F 3.035 3.018 1.631
F 4.365 1.154 1.741
F 2.854 1.594 3.272
F 5.016 1.656 3.842
F 3.853 3.690 3.636
N 1.232 -1.100 0.385
S -0.216 -1.466 0.925
O -1.115 -2.270 0.067
O -0.724 -0.779 2.109
F 0.456 -2.671 1.746
S 0.238 0.107 -0.568
O -0.505 1.147 0.045
O -0.319 -0.409 -1.825
F 1.526 0.792 -1.141
C -1.746 3.026 5.189
N -0.552 3.151 6.090
O -0.052 4.276 6.127
O -0.255 2.258 6.931
H -2.536 3.541 5.735
H -2.007 2.001 4.928
H -1.436 3.521 4.269
C -3.287 -1.490 6.522
N -3.374 -2.888 5.993
O -3.690 -2.957 4.794
O -3.162 -3.932 6.685
H -2.301 -1.128 6.232
H -3.459 -1.532 7.598
H -4.081 -0.967 5.989
O -5.986 -0.361 2.760
S -6.689 -0.764 1.501
O -6.254 -0.241 0.174
O -6.818 -2.419 1.437
C -7.469 -3.003 0.313
C -6.423 -3.307 -0.794
C -8.518 -0.383 1.613
H -8.346 -2.590 -0.186
H -7.878 -3.943 0.682
H -5.958 -2.386 -1.147
H -6.873 -3.977 -1.527
H -5.513 -3.735 -0.374
H -8.471 0.593 2.096
H -8.948 -1.202 2.189
H -9.056 -0.242 0.675
O 4.125 -2.505 4.375
S 3.685 -3.076 5.683
O 3.269 -4.508 5.737
O 4.947 -2.859 6.758
C 4.850 -3.402 8.057
C 6.202 -3.037 8.750
C 2.538 -1.867 6.473
H 4.710 -4.458 7.825
H 4.081 -2.878 8.625
H 7.058 -3.462 8.226
H 6.239 -3.594 9.686
H 6.366 -1.975 8.934
H 1.647 -1.970 5.852
H 3.062 -0.912 6.487
H 2.295 -2.222 7.474
O 7.181 2.935 -2.133
S 5.821 2.455 -2.428
O 5.442 1.125 -1.871
O 4.858 3.653 -1.881
C 5.111 5.027 -2.280
C 4.065 5.822 -1.539
C 5.452 2.573 -4.260
H 4.980 5.146 -3.355
H 6.057 5.419 -1.905
H 4.431 6.848 -1.538
H 3.876 5.517 -0.510
H 3.070 5.801 -1.982
H 5.932 3.518 -4.515
H 4.363 2.521 -4.272
H 5.990 1.720 -4.672
O -4.224 0.140 -7.725
S -3.214 0.006 -6.685
O -2.863 -1.333 -6.248
O -1.849 0.916 -7.073
C -1.460 0.980 -8.451
C -0.812 -0.351 -8.832
C -3.741 0.929 -5.222
H -0.759 1.809 -8.554
H -2.361 1.170 -9.035
H -0.502 -0.429 -9.874
H -1.568 -1.136 -8.831
H 0.057 -0.524 -8.196
H -2.849 0.949 -4.596
H -4.482 0.357 -4.664
H -4.144 1.898 -5.516
O 3.049 -2.553 -3.454
S 2.832 -2.898 -4.882
O 3.323 -1.973 -5.908
O 3.463 -4.402 -5.052
C 3.395 -4.993 -6.367
C 3.141 -6.479 -6.272
C 1.058 -3.411 -5.137
H 4.300 -4.770 -6.933
H 2.556 -4.554 -6.907
H 3.678 -7.006 -5.483
H 3.508 -6.911 -7.203
H 2.088 -6.664 -6.059
H 0.837 -4.152 -4.369
H 0.892 -3.869 -6.112
H 0.442 -2.512 -5.128
O -6.226 5.086 1.829
S -5.261 5.693 0.873
O -5.785 6.200 -0.408
O -4.507 7.002 1.667
C -3.773 7.880 0.833
C -2.458 8.265 1.611
C -3.808 4.557 0.666
H -4.411 8.763 0.805
H -3.680 7.565 -0.206
H -2.684 9.000 2.383
H -1.661 8.689 1.001
H -2.039 7.371 2.074
H -3.567 3.895 1.497
H -2.949 5.160 0.370
H -4.015 3.828 -0.117
*
```

Mulliken atomic charge list, values in e, 5 entries: 1.96 1.12 -0.33 -0.34 -0.35

***

(4)
ORCA calculation (ωB97M-V/def2-TZVPD) on 5 unconnected molecules or ions with the total composition C5H6Cl14 at a distorted geometry.

ORCA input file:
```
! wB97M-V def2-TZVPD RIJCOSX def2/J DEFGRID3
* xyz 0 1
Cl 7.454 -0.459 2.892
C 5.762 -0.758 2.484
Cl 5.083 -2.205 3.339
Cl 5.509 -1.109 0.703
H 5.247 0.168 2.741
Cl 1.939 -2.741 -5.224
C 3.597 -2.470 -5.862
Cl 3.414 -1.437 -7.259
Cl 4.404 -4.012 -6.285
H 4.140 -1.878 -5.125
Cl -4.251 3.431 7.008
C -3.114 3.153 5.680
Cl -1.674 4.293 5.699
Cl -3.862 3.294 4.131
H -2.677 2.157 5.744
Cl -6.635 -0.193 -1.323
C -5.910 0.512 -2.770
Cl -4.758 -0.598 -3.624
Cl -5.087 2.122 -2.454
H -6.770 0.752 -3.395
Cl 0.177 1.189 0.929
C -0.344 -0.474 0.421
Cl -1.066 -1.315 1.873
H -1.109 -0.422 -0.354
H 0.528 -1.001 0.033
*
```

## Properties
- Energy relative to the best compared isomer or geometry (same formula, charge and spin): 0.678 eV
- SMILES string: ClC(Cl)Cl.ClC(Cl)Cl.ClC(Cl)Cl.ClC(Cl)Cl.ClCCl

Mulliken atomic charge list, values in e, 5 entries: -0.10 0.04 -0.11 -0.13 0.30

***

(5)
ORCA calculation (ωB97M-V/def2-TZVPD) on 10 unconnected molecules or ions with the total composition C40H61N7O6S3 at a distorted geometry.

ORCA input file:
```
! wB97M-V def2-TZVPD RIJCOSX def2/J DEFGRID3
* xyz 0 1
O -2.926 4.637 4.399
S -1.735 3.856 4.231
O -1.580 2.604 4.942
C -1.402 3.672 2.417
C -0.164 4.515 2.091
C 0.690 4.569 3.358
C -0.260 4.905 4.501
H -2.341 3.944 1.939
H -1.270 2.608 2.212
H 0.386 4.208 1.204
H -0.536 5.519 1.866
H 1.535 5.248 3.251
H 1.111 3.587 3.606
H -0.641 5.914 4.323
H 0.040 4.786 5.538
O -0.557 -6.733 -1.632
S -0.939 -5.411 -2.056
O -2.294 -4.912 -1.987
C 0.267 -4.219 -1.280
C 0.964 -3.503 -2.423
C 1.063 -4.527 -3.573
C -0.351 -5.079 -3.714
H 0.945 -4.904 -0.776
H -0.378 -3.675 -0.592
H 0.576 -2.548 -2.799
H 1.948 -3.092 -2.163
H 1.762 -5.300 -3.238
H 1.391 -4.197 -4.558
H -0.478 -5.901 -4.416
H -0.968 -4.254 -4.076
O -0.096 -2.128 2.058
S -0.407 -1.749 3.429
O -1.771 -1.641 3.898
C 0.638 -2.723 4.553
C 1.845 -1.864 4.900
C 1.279 -0.435 5.036
C 0.477 -0.202 3.778
H 0.796 -3.719 4.145
H -0.042 -2.846 5.402
H 2.303 -2.114 5.857
H 2.612 -1.938 4.132
H 2.084 0.280 5.192
H 0.632 -0.373 5.915
H 1.197 -0.037 2.978
H -0.264 0.594 3.851
C 3.969 0.290 3.098
C 3.350 1.560 3.147
C 3.819 2.208 4.279
N 4.714 1.372 4.885
C 4.821 0.214 4.172
H 3.786 -0.436 2.321
H 2.526 1.935 2.557
H 3.658 3.179 4.716
H 5.182 1.559 5.751
H 5.412 -0.625 4.501
C 4.432 4.107 -1.747
C 4.446 4.994 -0.656
C 3.844 4.371 0.403
N 3.458 3.134 -0.019
C 3.797 2.946 -1.334
H 4.875 4.338 -2.701
H 4.852 5.993 -0.680
H 3.677 4.631 1.436
H 3.089 2.460 0.629
H 3.484 2.034 -1.811
C -5.139 1.089 1.260
C -5.034 0.137 0.214
C -4.195 -0.852 0.693
N -3.643 -0.445 1.877
C -4.246 0.741 2.224
H -5.647 2.040 1.209
H -5.638 0.021 -0.671
H -3.918 -1.772 0.201
H -3.013 -0.975 2.456
H -3.994 1.221 3.157
C -3.007 -3.087 -7.208
C -2.449 -2.247 -6.221
C -1.149 -2.591 -6.014
N -0.861 -3.574 -6.922
C -1.964 -3.875 -7.673
H -4.046 -3.074 -7.484
H -3.074 -1.521 -5.720
H -0.418 -2.168 -5.346
H 0.064 -3.949 -7.026
H -1.925 -4.638 -8.431
C 4.288 -1.212 -1.152
C 4.677 -2.306 -0.341
C 3.613 -2.587 0.480
N 2.553 -1.801 0.117
C 3.011 -0.847 -0.773
H 4.823 -0.725 -1.951
H 5.614 -2.836 -0.359
H 3.493 -3.336 1.246
H 1.644 -1.851 0.552
H 2.381 -0.077 -1.187
C -4.740 1.446 -3.351
C -5.056 2.314 -4.406
C -4.681 3.591 -4.073
N -4.111 3.511 -2.815
C -4.137 2.221 -2.380
H -4.949 0.396 -3.248
H -5.604 1.984 -5.277
H -4.629 4.558 -4.541
H -3.765 4.295 -2.298
H -3.841 1.904 -1.392
C -2.059 -1.126 -2.417
C -1.180 0.000 -1.868
C -0.636 -0.426 -0.491
C 0.099 0.562 0.282
N 0.715 1.326 0.880
H -1.524 -2.074 -2.421
H -2.448 -0.822 -3.388
H -2.946 -1.262 -1.795
H -1.799 0.895 -1.817
H -0.363 0.156 -2.573
H -0.031 -1.317 -0.661
H -1.448 -0.724 0.177
*
```

## Properties
- SMILES string: O=S1(=O)CCCC1.O=S1(=O)CCCC1.O=S1(=O)CCCC1.c1cc[nH]c1.c1cc[nH]c1.c1cc[nH]c1.c1cc[nH]c1.c1cc[nH]c1.c1cc[nH]c1.CCCC#N

Mulliken atomic charge list, values in e, 5 entries: -0.67 1.00 -0.58 -0.08 -0.76

***

no.,gap between HOMO and LUMO (eV),calculated total energy (eV),E_LUMO (eV)
1,1.29,-78923.376,-11.7670
2,7.79,-34883.819,0.6505
3,1.46,-223901.857,-11.3225
4,11.19,-180595.181,0.1066
5,8.42,-97688.217,0.2899